Computed, not measured: a cluster of 3 separate species, C4H17N2O2 in total, with ωB97M-V/def2-TZVPD.

Calculated values
- LUMO energy (spin up / spin down) (eV) = -6.9 / -12.5
- E_tot (Eh) = -421.8906

```
! RIJCOSX wB97M-V def2-TZVPD def2/J DEFGRID3
* xyz 2 2
O 0.0490 0.8997 -2.7103
O 1.5501 1.8115 -0.1062
N -0.6270 -0.5169 -0.4952
N 1.9512 -1.7523 1.9079
C -0.1535 -1.0858 0.7721
C -2.1151 1.2705 0.6745
C -1.9746 0.2035 -0.4513
C 1.3580 -1.5236 0.6331
H 2.6848 -1.0980 2.1963
H 0.6625 1.6319 -2.7332
H -3.0572 1.1191 1.1829
H -0.1450 -0.3005 1.5208
H 2.4813 1.6686 -0.1722
H -0.7832 -1.2686 -1.1682
H -2.2349 2.2174 0.1524
H 0.0329 0.1766 -0.9056
H 2.0707 -2.6974 2.2867
H -2.7348 -0.5567 -0.2837
H -2.0917 0.6668 -1.4088
H 1.5928 2.7768 -0.1298
H 0.1778 0.2560 -3.4100
H 1.4248 -2.4377 0.0318
H -1.3130 1.2508 1.3998
H -0.7164 -1.9434 1.1313
H 1.9103 -0.7683 0.0849
*
```

Mulliken population analysis, charges in e, atoms 1 to 6: number 1, O, carries -0.62; number 2, O, carries -0.56; number 3, N, carries -0.09; number 4, N, carries -0.05; number 5, C, carries -0.60; number 6, C, carries -0.95